No. 1
Density functional theory data (ωB97M-V/def2-TZVPD) for C29H43BN11O3PRhS as an isolated structure at a distorted geometry.

Output
- spin multiplicity = 6
- E_LUMO (spin up / spin down) (eV) = -5.7645 / -9.0615
- <S²> = 8.800
- total charge = +2
- HOMO (spin up / spin down) (eV) = -12.621 / -14.056

Positions of all 90 atoms, in Å:
1 Rh -0.6589 0.1304 0.2398
2 C -2.1913 -1.3716 3.4266
3 C -1.2514 -0.2216 3.5537
4 C -0.8872 0.4226 4.7454
5 C -0.0504 1.4336 4.3607
6 N 0.0931 1.3938 3.0163
7 N -0.6554 0.3735 2.5192
8 B 0.9734 2.2729 2.1118
9 N 1.9825 1.4256 1.3156
10 C 3.2867 1.6578 1.0760
11 C 3.8119 0.5697 0.4250
12 C 2.7327 -0.3094 0.2665
13 C 2.7858 -1.6697 -0.3366
14 N 1.6227 0.2233 0.7877
15 N 0.1674 3.1549 1.1802
16 C 0.0744 4.4872 0.9883
17 C -0.8313 4.7169 -0.0117
18 C -1.2901 3.4474 -0.3942
19 C -2.3643 3.1878 -1.3946
20 N -0.6748 2.5051 0.3230
21 N 1.8489 3.1170 3.1394
22 C 2.8761 2.5665 3.9512
23 C 3.2831 3.5343 4.8077
24 C 2.4878 4.6557 4.5076
25 C 2.4375 5.9906 5.1028
26 N 1.6039 4.3282 3.4650
27 H -3.2068 -1.0639 3.6804
28 H -1.9119 -2.1610 4.1250
29 H -2.1989 -1.7943 2.4275
30 H -1.2167 0.1863 5.7423
31 H 0.4221 2.1866 4.9675
32 H 3.7631 2.5764 1.3820
33 H 4.8307 0.4202 0.1109
34 H 3.4460 -2.3088 0.2512
35 H 3.1899 -1.6336 -1.3491
36 H 1.8034 -2.1320 -0.3597
37 H 0.6408 5.1838 1.5774
38 H -1.1428 5.6683 -0.4065
39 H -2.1168 3.6442 -2.3541
40 H -3.2909 3.6520 -1.0535
41 H -2.5498 2.1302 -1.5361
42 H 3.1742 1.5387 3.8242
43 H 4.0532 3.4658 5.5578
44 H 3.4244 6.3153 5.4313
45 H 1.8060 5.9503 6.0013
46 H 1.9904 6.7104 4.4211
47 C -2.4585 -0.3821 -3.5224
48 C -1.2358 0.5286 -3.4625
49 P 0.0570 0.0242 -2.2714
50 C 1.3999 1.2613 -2.4754
51 C 1.4922 1.9949 -3.8134
52 C 0.6187 -1.5769 -2.9682
53 C 1.3751 -1.4977 -4.2934
54 H -3.1386 -0.0315 -4.2982
55 H -3.0065 -0.3908 -2.5825
56 H -2.1933 -1.4118 -3.7667
57 H -1.5168 1.5596 -3.2427
58 H -0.7442 0.5558 -4.4386
59 H 2.3364 0.7451 -2.2533
60 H 1.2594 1.9848 -1.6665
61 H 1.6361 1.3164 -4.6504
62 H 2.3385 2.6814 -3.7941
63 H 0.5993 2.5881 -4.0088
64 H -0.2777 -2.1930 -3.0801
65 H 1.2280 -2.0876 -2.2248
66 H 0.7952 -1.0012 -5.0708
67 H 1.5946 -2.5038 -4.6492
68 H 2.3231 -0.9695 -4.1864
69 O -4.0593 -1.6765 0.4613
70 S -3.6724 -0.2853 0.6296
71 N -2.4533 0.1387 -0.2534
72 O -4.2764 -6.0614 -3.2378
73 C -3.0014 -6.6062 -3.0615
74 N -2.3089 -6.0440 -1.9072
75 C -1.8644 -4.7734 -1.9633
76 O -1.9264 -4.0780 -2.9667
77 C -1.2331 -4.2075 -0.7197
78 C -0.5642 -4.9325 0.2534
79 C 0.0548 -4.2496 1.2944
80 C -0.0065 -2.8708 1.3183
81 N -0.6567 -2.1669 0.3808
82 C -1.2621 -2.8261 -0.6031
83 H -4.1897 -5.2201 -3.6996
84 H -2.3671 -6.4424 -3.9319
85 H -3.1185 -7.6728 -2.8904
86 H -2.4907 -6.4501 -1.0034
87 H -0.4940 -6.0115 0.1930
88 H 0.5940 -4.7799 2.0664
89 H 0.4776 -2.2919 2.0962
90 H -1.7856 -2.2433 -1.3487

These are the Löwdin partial charges, in e, on atoms 1 to 5: number 1, Rh, carries 1.023; number 2, C, carries -0.039; number 3, C, carries -0.320; number 4, C, carries 0.013; number 5, C, carries -0.045

***

No. 2
Density functional theory data (ωB97M-V/def2-TZVPD) for C29H43Cl24N3O2S as an isolated structure.

Output
- E_LUMO (eV) = -0.4852
- HOMO (eV) = -8.704

Positions of all 102 atoms, in Å:
1 C 2.3185 1.0391 4.3512
2 C 3.0361 0.7530 3.4431
3 C 3.8685 0.3808 2.3120
4 C 3.7389 1.4228 1.1759
5 C 2.9783 0.9517 -0.0665
6 C 1.7142 0.1873 0.2142
7 C 1.8311 -1.1786 0.2457
8 C 0.7035 -2.0033 0.4822
9 N 0.6683 -3.3324 0.5266
10 S -0.8777 -3.7117 0.8512
11 N -1.5202 -2.2547 0.9120
12 C -0.5403 -1.3680 0.6943
13 C -0.6911 0.0526 0.6708
14 C -2.0888 0.5225 0.9416
15 C -2.9750 0.5830 -0.2749
16 C -4.4348 0.3409 -0.0009
17 N -2.5019 0.7974 -1.4344
18 C 0.4245 0.8155 0.4168
19 C 0.2285 2.3003 0.3255
20 O 1.3151 3.0720 0.8741
21 C 0.9278 4.2876 1.3509
22 C -0.0099 5.1337 0.5489
23 O 1.3577 4.6516 2.4060
24 H 1.6274 1.4134 5.0617
25 H 3.6404 -0.6354 2.0059
26 H 4.8937 0.3723 2.6742
27 H 3.2669 2.3021 1.5915
28 H 4.7437 1.7341 0.9038
29 H 2.7985 1.8260 -0.6885
30 H 3.6315 0.3052 -0.6470
31 H 2.7879 -1.6470 0.0750
32 H -2.5262 -0.2025 1.6235
33 H -2.1644 1.4825 1.4457
34 H -4.6395 0.3274 1.0594
35 H -4.7112 -0.6153 -0.4390
36 H -5.0614 1.1063 -0.4473
37 H -3.2716 0.7961 -2.1028
38 H -0.6641 2.5613 0.8738
39 H 0.0439 2.5734 -0.7164
40 H 0.5223 5.6712 -0.2305
41 H -0.8095 4.5785 0.0707
42 H -0.4499 5.8497 1.2297
43 C -5.3530 -2.4252 3.3549
44 Cl -4.6389 -1.1876 4.3975
45 Cl -6.3644 -1.7132 2.0931
46 H -4.5538 -2.9790 2.8773
47 H -5.9681 -3.0810 3.9616
48 C 6.7072 0.9138 -2.2917
49 Cl 5.7252 -0.4485 -1.7423
50 Cl 5.9855 2.4342 -1.7635
51 H 7.7007 0.8273 -1.8688
52 H 6.7511 0.9013 -3.3742
53 C -5.0663 -6.1576 2.9050
54 Cl -5.6226 -5.2436 1.4964
55 Cl -6.4077 -6.6417 3.9419
56 H -4.5420 -7.0413 2.5618
57 H -4.4026 -5.5245 3.4831
58 C -7.9980 2.7441 1.1749
59 Cl -6.8394 4.0619 0.9412
60 Cl -7.1900 1.2060 1.4981
61 H -8.6316 2.9874 2.0188
62 H -8.5886 2.6428 0.2725
63 C 5.7898 3.2273 4.9433
64 Cl 6.5098 2.5492 3.4759
65 Cl 5.9921 2.1570 6.3331
66 H 6.2760 4.1706 5.1589
67 H 4.7299 3.3694 4.7661
68 C -0.3995 -2.6493 -2.7925
69 Cl -1.0747 -1.3391 -3.7560
70 Cl -0.3856 -4.2044 -3.6368
71 H 0.6226 -2.3888 -2.5440
72 H -0.9990 -2.7506 -1.8985
73 C 3.5375 -2.8171 -4.2407
74 Cl 2.8759 -3.2299 -2.6542
75 Cl 2.4561 -1.7340 -5.1221
76 H 4.4956 -2.3320 -4.1023
77 H 3.6503 -3.7284 -4.8155
78 C -8.4627 -4.9316 6.8444
79 Cl -7.2949 -3.6382 6.5315
80 Cl -7.6705 -6.4753 7.1774
81 H -9.0570 -4.6554 7.7063
82 H -9.0899 -5.0478 5.9689
83 C 4.7307 0.0468 -7.6550
84 Cl 5.4596 -0.8450 -6.3122
85 Cl 5.9243 0.4596 -8.8917
86 H 3.9622 -0.5740 -8.1005
87 H 4.2993 0.9632 -7.2734
88 C 4.3352 4.1134 -5.9471
89 Cl 3.9411 3.4956 -7.5533
90 Cl 4.3352 2.8122 -4.7493
91 H 5.3202 4.5624 -5.9800
92 H 3.5904 4.8471 -5.6643
93 C 5.3926 6.0744 -1.0656
94 Cl 4.8898 6.9279 -2.5308
95 Cl 4.0354 5.7754 0.0269
96 H 5.8160 5.1203 -1.3482
97 H 6.1318 6.6758 -0.5512
98 C -5.7639 -6.5732 -2.0211
99 Cl -4.0998 -6.7773 -1.4679
100 Cl -6.5725 -8.1228 -2.2852
101 H -6.3118 -6.0247 -1.2643
102 H -5.7501 -6.0266 -2.9560

These are the Löwdin partial charges, in e, on atoms 1 to 5: number 1, C, carries 0.111; number 2, C, carries -0.146; number 3, C, carries -0.199; number 4, C, carries -0.180; number 5, C, carries -0.158

***

No. 3
Density functional theory data (ωB97M-V/def2-TZVPD) for C29H43GeN7O3SSc as an isolated structure at a distorted geometry.

Output
- E_LUMO (eV) = -2.7644
- total charge = +1
- HOMO (eV) = -11.055

Positions of all 85 atoms, in Å:
1 Sc 1.2978 1.0479 1.0486
2 C 2.9617 -5.4011 -0.7529
3 O 2.8333 -5.4640 0.6667
4 C 2.5097 -4.3258 1.3070
5 C 2.4577 -4.4155 2.7251
6 C 2.1105 -3.2911 3.4320
7 C 1.9008 -2.0215 2.7820
8 C 1.5120 -0.8780 3.5385
9 C 1.4706 -0.9469 5.0102
10 O 1.1953 0.2091 2.9989
11 C 1.9686 -1.9588 1.3875
12 O 1.6830 -0.8467 0.7356
13 C 2.3316 -3.1060 0.6514
14 H 3.0636 -6.3983 -1.0822
15 H 3.8628 -4.8555 -1.0647
16 H 2.0705 -4.9916 -1.1850
17 H 2.5519 -5.3749 3.2322
18 H 2.0182 -3.3452 4.5077
19 H 0.9266 -1.8262 5.3581
20 H 1.0507 -0.0258 5.3430
21 H 2.5020 -1.0049 5.4203
22 H 2.2997 -3.0976 -0.4405
23 C 2.2687 6.3820 -0.1414
24 N 1.5893 5.3653 0.6602
25 C 0.3225 5.6509 1.2324
26 C 2.0258 4.1204 0.9095
27 N 1.3656 3.2131 1.5835
28 N 3.2467 3.8412 0.3130
29 C 3.9153 2.6219 0.3426
30 N 5.1541 2.6781 -0.2223
31 N 3.4045 1.5132 0.7788
32 H 1.7620 7.3120 -0.0503
33 H 2.2972 6.1530 -1.1901
34 H 3.2959 6.6075 0.1801
35 H -0.0091 6.6014 0.9324
36 H 0.3408 5.6303 2.3238
37 H -0.3962 4.9549 0.8323
38 H 0.5727 3.6239 2.0522
39 H 3.4494 4.4341 -0.5037
40 H 5.6586 3.5777 -0.2860
41 H 5.6586 1.8102 -0.4151
42 H 4.0981 0.7317 0.7607
43 N -1.3482 4.5270 3.2971
44 C -1.6349 3.6607 2.5964
45 C -1.9372 2.5873 1.7040
46 C -1.4844 1.3388 2.0644
47 C -1.5524 0.3084 1.1312
48 C -2.0762 0.4969 -0.1627
49 C -2.4877 1.8101 -0.4785
50 C -2.4469 2.8310 0.4651
51 H -1.0969 1.1597 3.0869
52 H -1.3609 -0.6807 1.5334
53 H -2.9178 1.9831 -1.4666
54 H -2.7913 3.8431 0.2307
55 S 1.7105 3.3067 -2.9447
56 C 1.2430 2.3225 -1.7690
57 N 0.9057 1.6219 -0.8888
58 C -5.8225 -3.5124 0.3444
59 C -4.5338 -2.7542 0.2179
60 C -3.4524 -3.4858 -0.6065
61 C -2.1335 -2.7347 -0.6487
62 Ge -2.2527 -0.9373 -1.5333
63 C -0.8496 -0.7858 -2.8433
64 C -1.0932 -1.8075 -3.9916
65 C -1.1834 -1.1737 -5.3513
66 C -2.3979 -0.1843 -5.4460
67 H -6.4849 -2.9897 1.0185
68 H -5.5900 -4.5120 0.7424
69 H -6.3750 -3.6264 -0.6006
70 H -4.0874 -2.5191 1.1791
71 H -4.7345 -1.8011 -0.2422
72 H -3.7619 -3.6920 -1.6431
73 H -3.2781 -4.4777 -0.1368
74 H -1.3444 -3.2971 -1.1807
75 H -1.7826 -2.5507 0.3796
76 H -3.5312 -0.6873 -2.2591
77 H 0.1324 -0.8340 -2.3745
78 H -0.8702 0.1934 -3.3042
79 H -2.0260 -2.3428 -3.7602
80 H -0.2815 -2.5527 -4.0679
81 H -1.2920 -1.9463 -6.1049
82 H -0.2492 -0.6339 -5.5738
83 H -3.2433 -0.8605 -5.2909
84 H -2.4828 0.3429 -6.3936
85 H -2.3217 0.5417 -4.6395

These are the Löwdin partial charges, in e, on atoms 1 to 5: number 1, Sc, carries 0.961; number 2, C, carries -0.050; number 3, O, carries -0.046; number 4, C, carries -0.254; number 5, C, carries 0.016